1.
Computed, not measured: 2 unconnected molecules or ions with the total composition C5H12N2O2, with ωB97M-V/def2-TZVPD.

SMILES = C[C@H]1OC1=O.CN(C)N
Gap between HOMO and LUMO = 9.44 eV
HOMO energy = -8.718 eV

Each atom is followed by the atoms it is bonded to, with distances in Å.
Geometry (Å):
1 C 1.95 0.85 0.53  C2 1.489, H6 1.037, H7 0.994, H8 1.092
2 C 1.94 -0.55 0.02  C1 1.489, O3 1.441, C4 1.438, H9 1.139
3 O 2.29 -0.68 -1.37  C2 1.441, C4 1.330
4 C 3.13 -1.18 -0.47  C2 1.438, O3 1.330, O5 1.176
5 O 4.24 -1.57 -0.43  C4 1.176
6 H 1.39 1.50 -0.05  C1 1.037
7 H 1.67 0.85 1.48  C1 0.994
8 H 2.94 1.31 0.62  C1 1.092
9 H 1.03 -1.17 0.31  C2 1.139
10 C -1.69 -0.79 -0.98  N11 1.422, H14 1.092, H15 1.108, H16 1.070
11 N -1.23 0.22 -0.09  C10 1.422, C12 1.457, N13 1.465
12 C -1.69 -0.02 1.27  N11 1.457, H17 1.141, H18 1.087, H19 1.061
13 N -1.58 1.59 -0.45  N11 1.465, H20 1.107, H21 1.003
14 H -1.17 -1.71 -0.72  C10 1.092
15 H -2.73 -1.13 -0.81  C10 1.108
16 H -1.37 -0.68 -2.00  C10 1.070
17 H -1.30 -1.06 1.51  C12 1.141
18 H -0.96 0.60 1.79  C12 1.087
19 H -2.70 0.10 1.56  C12 1.061
20 H -1.64 1.73 -1.55  N13 1.107
21 H -2.52 1.79 -0.16  N13 1.003

These are the natural (NBO) partial charges, in e, on atoms 1 to 2: C -0.637; C -0.013

---

2.
Computed, not measured: 2 unconnected molecules or ions with the total composition C5H12N2O2, with ωB97M-V/def2-TZVPD.

SMILES = CNC(N)=O.CC(C)=O
Gap between HOMO and LUMO = 8.81 eV
HOMO energy = -8.445 eV

Each atom is followed by the atoms it is bonded to, with distances in Å.
Geometry (Å):
1 C -1.56 1.97 -0.55  N2 1.443, H6 1.091, H7 1.088, H8 1.093
2 N -0.34 1.68 0.17  C1 1.443, C3 1.473, H9 1.012
3 C 0.74 0.89 -0.44  N2 1.473, N4 1.392, O5 1.221
4 N 1.94 1.11 0.22  C3 1.392, H10 1.008, H11 1.007
5 O 0.71 0.63 -1.64  C3 1.221
6 H -1.72 3.04 -0.63  C1 1.091
7 H -1.48 1.54 -1.55  C1 1.088
8 H -2.40 1.50 -0.03  C1 1.093
9 H -0.13 2.20 1.01  N2 1.012
10 H 2.76 0.80 -0.27  N4 1.008
11 H 1.96 1.32 1.21  N4 1.007
12 C 0.95 -1.82 1.04  C13 1.513, H16 1.089, H17 1.090, H18 1.091
13 C -0.24 -1.08 0.48  C12 1.513, C14 1.508, O15 1.261
14 C -0.90 -1.74 -0.70  C13 1.508, H19 1.087, H20 1.089, H21 1.091
15 O -0.93 -0.34 1.24  C13 1.261
16 H 1.33 -1.33 1.94  C12 1.089
17 H 1.73 -1.86 0.28  C12 1.090
18 H 0.68 -2.85 1.29  C12 1.091
19 H -1.85 -1.27 -0.94  C14 1.087
20 H -1.01 -2.81 -0.56  C14 1.089
21 H -0.25 -1.59 -1.57  C14 1.091

These are the natural (NBO) partial charges, in e, on atoms 1 to 2: C -0.415; N -0.654

---

3.
Computed, not measured: C5H12N2S in the gas phase, with ωB97M-V/def2-TZVPD.

SMILES = C/C(=N/N)SC(C)C
Gap between HOMO and LUMO = 9.23 eV
HOMO energy = -8.430 eV

Each atom is followed by the atoms it is bonded to, with distances in Å.
Geometry (Å):
1 C -1.89 0.18 -0.84  C2 1.494, H9 1.102, H10 1.094, H11 1.086
2 C -0.52 -0.40 -0.95  C1 1.494, N3 1.277, S5 1.801
3 N -0.37 -1.50 -1.58  C2 1.277, N4 1.358
4 N 0.86 -2.03 -1.79  N3 1.358, H12 1.003, H13 1.025
5 S 0.91 0.53 -0.35  C2 1.801, C6 1.836
6 C 0.53 0.86 1.42  S5 1.836, C7 1.527, C8 1.526, H14 1.109
7 C 0.06 -0.39 2.16  C6 1.527, H15 1.117, H16 1.100, H17 1.085
8 C -0.37 2.06 1.65  C6 1.526, H18 1.072, H19 1.091, H20 1.133
9 H -2.60 -0.42 -1.42  C1 1.102
10 H -2.26 0.21 0.19  C1 1.094
11 H -1.95 1.21 -1.19  C1 1.086
12 H 0.78 -3.02 -1.93  N4 1.003
13 H 1.55 -1.77 -1.08  N4 1.025
14 H 1.53 1.15 1.80  C6 1.109
15 H -0.05 -0.14 3.25  C7 1.117
16 H -0.91 -0.75 1.81  C7 1.100
17 H 0.76 -1.21 2.06  C7 1.085
18 H -0.41 2.29 2.69  C8 1.072
19 H -1.38 1.87 1.29  C8 1.091
20 H 0.03 2.96 1.08  C8 1.133

These are the natural (NBO) partial charges, in e, on atoms 1 to 2: C -0.655; C 0.043

---

4.
Computed, not measured: C5H12N2S in the gas phase, with ωB97M-V/def2-TZVPD.

SMILES = C[C@@]1(N)C[C@H](S)[C@@H]1N
Gap between HOMO and LUMO = 9.49 eV
HOMO energy = -8.678 eV

Each atom is followed by the atoms it is bonded to, with distances in Å.
Geometry (Å):
1 C -2.10 -0.24 -0.19  C2 1.523, H9 1.134, H10 1.111, H11 1.091
2 C -0.63 -0.21 0.20  C1 1.523, N3 1.459, C4 1.546, C7 1.571
3 N -0.53 -0.06 1.65  C2 1.459, H12 1.023, H13 1.001
4 C 0.26 -1.38 -0.29  C2 1.546, C5 1.535, H14 1.084, H15 1.099
5 C 1.32 -0.40 -0.78  C4 1.535, S6 1.831, C7 1.552, H16 1.103
6 S 2.74 -0.13 0.35  C5 1.831, H17 1.331
7 C 0.28 0.75 -0.66  C2 1.571, C5 1.552, N8 1.442, H18 1.099
8 N 0.73 2.02 -0.15  C7 1.442, H19 1.032, H20 1.014
9 H -2.23 -0.41 -1.30  C1 1.134
10 H -2.65 -1.04 0.35  C1 1.111
11 H -2.59 0.70 0.06  C1 1.091
12 H 0.45 -0.06 1.94  N3 1.023
13 H -0.91 0.82 1.93  N3 1.001
14 H 0.53 -2.11 0.47  C4 1.084
15 H -0.18 -1.92 -1.14  C4 1.099
16 H 1.73 -0.55 -1.80  C5 1.103
17 H 3.05 -1.42 0.49  S6 1.331
18 H -0.15 0.89 -1.65  C7 1.099
19 H 0.01 2.74 -0.34  N8 1.032
20 H 0.86 2.00 0.85  N8 1.014

These are the natural (NBO) partial charges, in e, on atoms 1 to 2: C -0.611; C 0.095

---

5.
Computed, not measured: C5H12N2S in the gas phase, with ωB97M-V/def2-TZVPD.

Gap between HOMO and LUMO = 8.35 eV
HOMO energy = -7.513 eV

Each atom is followed by the atoms it is bonded to, with distances in Å.
Geometry (Å):
1 C -0.54 -1.40 -0.09  C3 1.539, S8 1.829, H9 1.089, H10 1.088
2 C -2.43 0.42 0.89  S8 1.813, H11 1.086, H12 1.085, H17 1.087
3 C 0.81 -0.78 -0.47  C1 1.539, C4 1.528, N6 1.428, H13 1.111
4 C 1.94 -1.71 -0.03  C3 1.528, H14 1.085, H15 1.085, H16 1.087
5 C 0.55 2.74 -0.19  N7 1.303, H18 1.070, H19 1.070
6 N 0.97 0.49 0.16  C3 1.428, N7 1.280
7 N 0.62 1.49 -0.56  C5 1.303, N6 1.280, H20 1.039
8 S -1.97 -0.41 -0.66  C1 1.829, C2 1.813
9 H -0.66 -2.38 -0.57  C1 1.089
10 H -0.63 -1.51 0.99  C1 1.088
11 H -3.31 1.01 0.68  C2 1.086
12 H -1.61 1.05 1.21  C2 1.085
13 H 0.82 -0.67 -1.58  C3 1.111
14 H 1.76 -2.72 -0.39  C4 1.085
15 H 2.00 -1.72 1.05  C4 1.085
16 H 2.89 -1.36 -0.43  C4 1.087
17 H -2.64 -0.34 1.63  C2 1.087
18 H 0.76 3.02 0.82  C5 1.070
19 H 0.29 3.48 -0.92  C5 1.070
20 H 0.36 1.31 -1.55  N7 1.039

These are the natural (NBO) partial charges, in e, on atoms 1 to 2: C -0.521; C -0.732

---

6.
Computed, not measured: a gas-phase ion, C5H12N3 (charge +1), with ωB97M-V/def2-TZVPD.

SMILES = CC1(C)NC=[NH+]CN1
Gap between HOMO and LUMO = 9.47 eV
HOMO energy = -13.248 eV
Net charge = +1

Each atom is followed by the atoms it is bonded to, with distances in Å.
Geometry (Å):
1 C 1.82 0.71 -0.93  C2 1.506, H9 1.165, H10 1.031, H11 1.104
2 C 0.70 0.15 -0.09  C1 1.506, C3 1.558, N4 1.437, N8 1.520
3 C 1.14 -0.70 1.14  C2 1.558, H12 1.202, H13 1.072, H14 1.194
4 N -0.19 1.20 0.31  C2 1.437, C5 1.338, H15 1.017
5 C -1.50 1.20 0.02  N4 1.338, N6 1.295, H16 1.084
6 N -2.24 0.14 -0.07  C5 1.295, C7 1.376, H17 1.008
7 C -1.66 -1.10 -0.03  N6 1.376, N8 1.786, H18 1.052, H19 1.118
8 N -0.12 -0.84 -0.90  C2 1.520, C7 1.786, H20 1.032
9 H 1.98 1.70 -0.34  C1 1.165
10 H 1.37 0.86 -1.85  C1 1.031
11 H 2.63 -0.04 -1.07  C1 1.104
12 H 1.41 -1.84 0.88  C3 1.202
13 H 0.44 -0.76 1.95  C3 1.072
14 H 2.21 -0.32 1.51  C3 1.194
15 H 0.28 2.09 0.13  N4 1.017
16 H -2.00 2.16 0.13  C5 1.084
17 H -3.21 0.34 -0.26  N6 1.008
18 H -2.15 -1.93 -0.44  C7 1.052
19 H -1.25 -1.26 1.00  C7 1.118
20 H 0.34 -1.74 -1.09  N8 1.032

These are the natural (NBO) partial charges, in e, on atoms 1 to 2: C -0.600; C 0.248

---

7.
Computed, not measured: a gas-phase ion, C5H12N3 (charge +1), with ωB97M-V/def2-TZVPD.

Gap between HOMO and LUMO (spin up / spin down) = 7.26 / 7.27 eV
HOMO energy (spin up / spin down) = -13.830 / -14.102 eV
Net charge = +1

Each atom is followed by the atoms it is bonded to, with distances in Å.
Geometry (Å):
1 C 0.96 -1.59 0.30  N6 1.264, N7 1.274, H9 1.185
2 C -1.12 -0.64 0.49  C3 1.571, N6 1.419, N8 1.429, H10 1.105
3 C -2.21 -1.07 -0.56  C2 1.571, H11 1.051, H12 1.159, H13 1.036
4 C 2.91 -0.24 -0.23  N7 1.354, H14 1.051, H15 1.089, H16 1.089
5 C -0.72 1.82 0.26  N8 1.370, H17 0.998, H18 1.045, H19 1.095
6 N -0.28 -1.78 0.48  C1 1.264, C2 1.419
7 N 1.62 -0.64 -0.23  C1 1.274, C4 1.354
8 N -0.52 0.51 -0.10  C2 1.429, C5 1.370, H20 0.974
9 H 1.63 -2.56 0.41  C1 1.185
10 H -1.72 -0.43 1.39  C2 1.105
11 H -2.70 -1.91 -0.15  C3 1.051
12 H -1.81 -1.33 -1.62  C3 1.159
13 H -2.88 -0.32 -0.76  C3 1.036
14 H 3.49 -1.12 -0.29  C4 1.051
15 H 3.26 0.36 -1.08  C4 1.089
16 H 3.10 0.42 0.62  C4 1.089
17 H -1.66 2.11 0.39  C5 0.998
18 H -0.43 2.10 1.22  C5 1.045
19 H -0.31 2.57 -0.43  C5 1.095
20 H -0.45 0.34 -1.06  N8 0.974

These are the natural (NBO) partial charges, in e, on atoms 1 to 2: C 0.203; C 0.029

---

8.
Computed, not measured: 2 unconnected molecules or ions with the total composition C5H12N3, with ωB97M-V/def2-TZVPD.

Gap between HOMO and LUMO = 9.50 eV
HOMO energy = -13.671 eV
Net charge = +1

Each atom is followed by the atoms it is bonded to, with distances in Å.
Geometry (Å):
1 C -1.83 0.75 -1.27  C3 1.362, H9 1.125, H10 1.087
2 C 1.86 0.02 -0.67  N6 1.285, N7 1.329, H11 1.187
3 C -1.25 0.49 -0.07  C1 1.362, C4 1.462, N8 1.478
4 C -1.35 1.10 1.26  C3 1.462, H12 1.168, H13 1.121, H14 1.060
5 C -0.50 -1.68 0.89  N8 1.478, H15 1.085, H16 1.093, H17 1.087
6 N 0.93 0.10 0.21  C2 1.285, N8 1.323
7 N 3.10 0.51 -0.69  C2 1.329, H18 1.072, H19 1.002
8 N -0.20 -0.55 -0.02  C3 1.478, C5 1.478, N6 1.323
9 H -1.34 0.17 -2.09  C1 1.125
10 H -2.51 1.59 -1.41  C1 1.087
11 H 1.44 -0.55 -1.62  C2 1.187
12 H -2.42 1.23 1.71  C4 1.168
13 H -1.11 2.18 1.04  C4 1.121
14 H -0.81 0.61 2.02  C4 1.060
15 H -1.15 -2.34 0.33  C5 1.085
16 H 0.48 -2.12 1.07  C5 1.093
17 H -0.90 -1.32 1.83  C5 1.087
18 H 3.87 0.17 -1.35  N7 1.072
19 H 3.61 0.73 0.15  N7 1.002
20 H 0.08 -1.11 -1.33  no bonds

These are the natural (NBO) partial charges, in e, on atoms 1 to 2: C -0.363; C 0.357

---

no.,largest force on an atom (eV/A)
1,4.40
2,6.77
3,1.70
4,1.25
5,0.88
6,6.19
7,5.47
8,5.19